Record 1
The following is a quantum chemistry calculation of a structure of composition C29H37N6RhSSi in a non-equilibrium geometry, from the Open Molecules 2025 dataset.

Geometry as XYZ:
```
75
C29H37N6RhSSi ωB97M-V/def2-TZVPD
Rh 0.47040 0.02216 0.14402
C -0.99655 -0.51188 3.33160
C 0.48056 -0.26952 3.46572
C 1.06109 -0.18396 4.72729
C 2.42201 -0.01017 4.83303
C 3.18605 0.05491 3.67679
C 2.55873 -0.03738 2.45807
N 1.22202 -0.17659 2.35399
C 3.34384 -0.02526 1.18004
C 4.72301 0.01383 1.15287
C 5.36850 -0.01451 -0.07048
C 4.63171 -0.08283 -1.23667
C 3.25179 -0.10558 -1.15265
N 2.64387 -0.07603 0.03943
C 2.37046 -0.16351 -2.35536
C 2.90806 -0.14301 -3.62524
C 2.05747 -0.21178 -4.71453
C 0.70191 -0.31229 -4.49309
C 0.21807 -0.32202 -3.18839
C -1.25351 -0.44479 -2.92943
N 1.04567 -0.23665 -2.13620
H -1.55307 -0.00587 4.12369
H -1.19605 -1.58548 3.42090
H -1.36942 -0.16895 2.37231
H 0.43369 -0.25409 5.60961
H 2.89514 0.06954 5.80459
H 4.25894 0.17773 3.74695
H 5.29930 0.05519 2.06548
H 6.45184 0.01008 -0.11410
H 5.13753 -0.12384 -2.19010
H 3.97609 -0.07135 -3.78280
H 2.45587 -0.19354 -5.72331
H 0.00479 -0.37902 -5.32109
H -1.80346 -0.56645 -3.86154
H -1.62908 0.44481 -2.42527
H -1.44821 -1.31193 -2.29106
C -3.54751 -3.84906 0.84609
N -2.23342 -3.19317 0.73380
C -1.17682 -3.51474 -0.01224
S 0.23626 -2.51017 0.00932
N -1.13340 -4.60386 -0.76806
C -2.01942 -5.78392 -0.78984
H -4.14786 -3.25258 1.52609
H -3.46918 -4.84756 1.26023
H -4.06246 -3.88504 -0.10904
H -2.07546 -2.38940 1.30773
H -0.26472 -4.68755 -1.26337
H -3.02522 -5.53319 -1.10487
H -2.04622 -6.28604 0.17353
H -1.60760 -6.47433 -1.51742
C 0.55337 2.97759 -2.51773
Si 0.10755 3.24240 -0.74493
C -0.82360 4.83258 -0.64487
C 1.64420 3.33848 0.28095
N -0.76326 1.76448 -0.18218
C -2.04068 1.68403 0.28986
C -2.72606 0.42511 0.36148
C -4.00261 0.33763 0.84789
C -4.66144 1.48545 1.31099
C -4.01925 2.72595 1.27462
C -2.74665 2.83437 0.76927
H 0.84208 3.96069 -2.91570
H -0.27923 2.60286 -3.12683
H 1.40967 2.30206 -2.63378
H -0.20143 5.57746 -1.15759
H -0.98684 5.19646 0.37642
H -1.78718 4.79137 -1.16738
H 2.25430 4.16861 -0.10268
H 2.24661 2.42636 0.20589
H 1.43177 3.53380 1.34091
H -2.23561 -0.45491 -0.01369
H -4.51409 -0.62109 0.86074
H -5.67218 1.41077 1.69632
H -4.52837 3.61297 1.64164
H -2.25712 3.79511 0.76338
```

Output
Energy above the lowest of the compared OMol25 structures with the same formula, charge and spin (kJ/mol): 0.0
HOMO-LUMO gap (alpha / beta) (eV): 8.0 / 6.5
Charge: +2
LUMO level (alpha / beta) (eV): -5.464 / -7.306
Expectation value of S²: 6.047
2S+1: 5


Record 2
The following is a quantum chemistry calculation of a cluster of 2 separate species, C26H34N2O3 in total in a non-equilibrium geometry, from the Open Molecules 2025 dataset.

Geometry as XYZ:
```
65
C26H34N2O3 ωB97M-V/def2-TZVPD
O 5.71191 0.60785 -1.76949
C 5.38119 0.63292 -0.71163
N 6.17170 0.46486 0.33413
C 7.44932 -0.03331 0.11326
H 8.02673 0.28284 0.77313
C 7.50629 -1.61101 0.23963
C 6.75063 -2.33517 -0.82521
O 7.19566 -1.67898 -2.36149
H 6.72621 -0.81042 -2.45148
H 7.14620 -3.31552 -1.00581
H 5.69294 -1.93405 -0.84324
C 6.94654 -1.93165 1.44043
C 5.65654 -1.71401 1.72482
C 5.55402 0.07613 1.70517
H 6.14411 0.47024 2.29339
H 4.42859 0.27631 1.92337
H 4.95823 -2.17345 1.21595
H 5.31777 -1.85081 2.93975
H 7.82734 -1.55850 2.26090
H 7.04059 -3.07189 1.68285
H 8.58192 -1.75130 0.00348
H 7.59237 0.48883 -0.67101
C 3.81233 1.15285 -0.37997
C 2.72919 0.45640 -0.95000
C 1.47047 0.94865 -1.18221
C 1.24101 1.84570 -0.08581
C 2.20582 2.29700 0.59020
C 3.54166 2.25667 0.38570
H 4.21524 2.59027 1.03928
H 1.97370 3.26469 1.31334
O -0.07442 2.40877 0.13053
C -1.25497 1.67956 -0.55048
C -1.60097 0.44638 0.29402
C -2.96194 -0.23669 -0.33905
N -4.02445 0.80912 -0.14569
C -3.61279 2.29747 -0.82287
C -2.34700 2.70617 -0.46631
H -2.51557 2.94963 1.02804
H -2.14706 3.66671 -0.80438
H -4.58969 2.93407 -0.63865
H -3.44519 1.83351 -1.78370
C -5.43827 0.43505 -0.27658
H -6.07424 1.17180 -0.58747
C -5.91914 -0.70878 0.59154
C -7.41228 -0.81789 0.19154
C -7.48814 -2.03887 -0.53346
C -8.88341 -2.35079 -0.78900
C -9.83837 -1.56004 -0.32322
C -9.61788 -0.22517 0.31565
C -8.45354 0.01379 0.77681
H -8.04642 0.85168 1.29062
H -10.40022 0.37533 0.73917
H -10.81469 -1.56040 -0.70075
H -9.14609 -3.18255 -1.34228
H -6.74688 -2.69429 -0.77245
H -5.25262 -1.39731 0.81598
H -5.80489 -0.12306 1.45780
H -5.36023 -0.15898 -1.43155
H -3.20010 -0.92633 0.22466
H -2.64321 -0.36899 -1.09431
H -1.70908 0.54543 1.24736
H -0.80402 -0.36036 0.26549
H -0.97945 1.52526 -1.55518
H 0.55571 0.22180 -1.38077
H 3.05523 -0.50313 -1.77250
```

Output
Energy above the lowest of the compared OMol25 structures with the same formula, charge and spin (kJ/mol): 2280.7
HOMO-LUMO gap (eV): 8.1
LUMO level (eV): 0.353


Record 3
The following is a quantum chemistry calculation of the molecule C6H8O3 in a non-equilibrium geometry, from the Open Molecules 2025 dataset.

Geometry as XYZ:
```
17
C6H8O3 ωB97M-V/def2-TZVPD
C -1.43685 -0.70856 -0.96430
C -0.26498 -0.11893 -0.09848
C -0.67087 -0.17565 1.37605
C 0.24891 1.28880 -0.35864
O 1.62046 1.36734 0.03617
C 2.15968 0.23916 0.16162
O 3.29139 0.12377 0.47985
C 1.07356 -0.87831 -0.20896
O 1.41580 -1.96940 -0.54397
H -1.33125 -0.26879 -2.02737
H -2.38933 -0.29289 -0.63589
H -1.35187 -1.69164 -0.98780
H -1.66994 0.21388 1.40983
H -0.02335 0.44447 2.04655
H -0.63197 -1.22135 1.77322
H 0.25052 1.53452 -1.48385
H -0.28993 2.11359 0.02597
```

Output
Energy above the lowest of the compared OMol25 structures with the same formula, charge and spin (kJ/mol): 101.1
HOMO-LUMO gap (eV): 9.8
SMILES string: CC1(C)COC(=O)C1=O
LUMO level (eV): 0.223


Record 4
The following is a quantum chemistry calculation of a cluster of 2 separate species, C6H17NO in total in a non-equilibrium geometry, from the Open Molecules 2025 dataset.

Geometry as XYZ:
```
25
C6H17NO ωB97M-V/def2-TZVPD
C -0.61784 -3.36741 0.62128
C -0.12134 -2.00378 0.14403
C 0.17236 -2.01040 -1.34934
N 0.92455 -0.81539 -1.76970
H -1.55974 -3.61890 0.13104
H 0.10273 -4.15305 0.38320
H -0.77752 -3.36464 1.69741
H -0.88040 -1.25087 0.34942
H 0.78322 -1.71456 0.68386
H 0.74114 -2.90702 -1.62218
H -0.76469 -2.03562 -1.90198
H 1.90356 -0.81392 -1.51232
H 0.81570 -0.58720 -2.74288
C -0.89838 2.79465 1.70885
C 0.45116 2.72198 0.99870
C 0.32264 2.30553 -0.46166
O -0.25936 1.04733 -0.59385
H -0.79117 3.12308 2.74453
H -1.34888 1.80186 1.71987
H -1.58465 3.48057 1.21019
H 0.95433 3.69302 1.05144
H 1.08139 1.99458 1.51919
H -0.30070 3.04155 -0.98748
H 1.32870 2.36962 -0.91325
H 0.32318 0.26900 -1.10836
```

Output
Energy above the lowest of the compared OMol25 structures with the same formula, charge and spin (kJ/mol): 67.9
HOMO-LUMO gap (eV): 9.5
SMILES string: CCCN.CCCO
LUMO level (eV): 0.840


Record 5
The following is a quantum chemistry calculation of a cluster of 2 separate species, C8H19NSi in total in a non-equilibrium geometry, from the Open Molecules 2025 dataset.

Geometry as XYZ:
```
29
C8H19NSi ωB97M-V/def2-TZVPD
C 3.28800 1.20800 1.07349
C 2.02595 1.59998 0.41718
Si 0.86561 0.54883 -0.29701
C 0.76294 -1.39779 -0.64084
C 1.33098 -2.23186 0.46685
N -0.58919 1.04474 -1.01042
C -1.45928 2.09630 -0.51888
C -1.04752 0.60622 -2.28239
H 4.05745 1.90582 0.80299
H 3.58034 0.16921 0.67583
H 3.35709 1.51805 2.07176
H 1.73685 2.56590 0.57125
H -0.31036 -1.58737 -0.62674
H 1.29648 -1.82795 -1.46323
H 1.37698 -3.21377 0.35255
H 2.34923 -1.98690 0.77932
H 0.88324 -2.07228 1.48621
H -2.52387 1.72456 -0.68278
H -1.28076 2.19137 0.57306
H -1.22841 2.99108 -1.10291
H -1.73419 -0.28046 -2.31079
H -1.29760 1.41810 -2.91551
H -0.16724 0.02677 -2.90949
C -2.08980 -0.88482 1.59652
C -3.02698 -1.45782 0.89169
H -1.96374 -1.13375 2.62420
H -1.32506 -0.42908 1.00325
H -3.82465 -1.79998 1.52663
H -3.04248 -1.31111 -0.15181
```

Output
Energy above the lowest of the compared OMol25 structures with the same formula, charge and spin (kJ/mol): 536.4
HOMO-LUMO gap (eV): 8.1
SMILES string: C/C=[Si](\CC)N(C)C.C=C
LUMO level (eV): 0.817


Record 6
The following is a quantum chemistry calculation of the molecule C5H8N2 in a non-equilibrium geometry, from the Open Molecules 2025 dataset.

Geometry as XYZ:
```
15
C5H8N2 ωB97M-V/def2-TZVPD
C 1.17735 1.57893 -0.02062
N -1.26999 0.99055 0.16944
C 0.07140 0.58507 0.06379
C 0.08068 -0.76967 0.07728
N 1.15315 -1.64672 -0.05150
C -2.17745 0.00867 0.26447
C -1.32151 -1.20513 0.21981
H -1.52082 1.96634 0.22215
H 0.92233 -2.51577 -0.50999
H 1.99370 -1.23769 -0.43340
H -1.94512 -1.26551 -0.77437
H -1.57177 -2.01089 0.90228
H 1.00569 2.29797 -0.82515
H 1.27324 2.13633 0.91494
H 2.12914 1.08751 -0.21912
```

Output
Energy above the lowest of the compared OMol25 structures with the same formula, charge and spin (kJ/mol): 253.3
HOMO-LUMO gap (eV): 8.6
LUMO level (eV): 0.863


Record 7
The following is a quantum chemistry calculation of a structure of composition C17H12AuClNO2S, from the Open Molecules 2025 dataset.

Geometry as XYZ:
```
35
C17H12AuClNO2S ωB97M-V/def2-TZVPD
Au 0.12269 -0.01313 -0.37038
C -2.28676 0.25765 2.61218
C -0.91751 0.09400 3.21002
C -0.71507 0.20938 4.60734
C 0.55080 0.11424 5.09550
C 1.63988 -0.10814 4.22061
C 2.96753 -0.19572 4.69370
C 3.97406 -0.40975 3.79600
C 3.70028 -0.55601 2.42757
C 2.42060 -0.49821 1.90138
S 2.23883 -0.78602 0.18222
C 1.34902 -0.24189 2.83844
N 0.07461 -0.12763 2.38932
H -3.06901 0.00050 3.32754
H -2.38049 -0.35879 1.71932
H -2.44004 1.29544 2.30378
H -1.56070 0.37837 5.26258
H 0.74617 0.20643 6.15872
H 3.16510 -0.08601 5.75368
H 5.00136 -0.46485 4.13762
H 4.51761 -0.72649 1.73770
Cl -6.35352 3.77559 0.36482
C -4.96588 2.80834 -0.09846
C -5.15298 1.48697 -0.51630
C -4.07516 0.72812 -0.87789
C -2.72710 1.22013 -0.87677
O -1.81962 0.39318 -1.24272
C -2.57914 2.59017 -0.45108
C -1.31921 3.31696 -0.35491
O -0.23891 3.00989 -0.80879
C -3.70593 3.33298 -0.05802
H -6.15337 1.07238 -0.53506
H -4.20831 -0.30425 -1.17644
H -1.41946 4.29706 0.16396
H -3.56177 4.35794 0.26655
```

Output
HOMO-LUMO gap (eV): 7.0
Charge: -1
LUMO level (eV): 2.818


Record 8
The following is a quantum chemistry calculation of a structure of composition C32H27Br4FeN4O5S3Se, from the Open Molecules 2025 dataset.

Geometry as XYZ:
```
77
C32H27Br4FeN4O5S3Se ωB97M-V/def2-TZVPD
Fe -1.51897 -0.08968 0.25264
Br -3.54675 5.53233 3.78055
C -3.37394 3.75281 3.15626
C -4.20955 2.75622 3.61630
Br -5.57099 3.13869 4.87566
C -4.05404 1.44356 3.14244
Br -5.09407 0.00210 3.80372
C -3.10342 1.11592 2.18312
O -2.88372 -0.07457 1.74116
C -2.24917 2.16879 1.67338
O -1.36796 1.82753 0.77715
C -2.38482 3.44395 2.20407
Br -1.10085 4.72918 1.64927
O -0.85981 -1.99013 -3.82925
C -0.22292 -3.11052 -3.44624
C 0.18810 -3.99666 -4.44465
C 0.84090 -5.16622 -4.11452
C 1.09708 -5.48133 -2.78219
C 0.69531 -4.60199 -1.79571
C 0.03907 -3.40889 -2.10221
C -0.35811 -2.46586 -1.02079
O -1.08667 -1.46352 -1.32349
N 0.10419 -2.71933 0.18915
N -0.24241 -1.67819 1.05896
C -0.25853 -1.99197 2.29483
S -0.16435 -3.65028 2.87998
C -0.37942 -3.19563 4.62822
C -1.14983 -1.88688 4.69262
S -0.35020 -0.75814 3.53125
H -1.10373 -1.51862 -2.99496
H -0.02422 -3.73749 -5.47258
H 1.15304 -5.84231 -4.90112
H 1.59990 -6.40235 -2.52104
H 0.87694 -4.81898 -0.75168
H 0.60030 -3.08497 5.09485
H -0.92122 -4.00746 5.11391
H -1.11140 -1.44445 5.68707
H -2.19077 -2.00719 4.38995
C 0.53377 5.30897 -3.06475
C -0.37177 4.11337 -2.98531
C -0.13409 2.98125 -3.75140
C -0.95041 1.86359 -3.63362
C -2.01000 1.89614 -2.74384
C -2.25319 3.00896 -1.94837
C -1.44177 4.11563 -2.08941
S -2.99514 0.43456 -2.57431
C -4.55864 1.05849 -3.18382
O -3.24808 0.23142 -1.10748
H 1.26369 5.20213 -3.86624
H 1.07500 5.43621 -2.12597
H -0.03604 6.22312 -3.23644
H 0.71342 2.95638 -4.42516
H -0.74716 0.96594 -4.20497
H -3.03386 2.98494 -1.19797
H -1.61028 4.98033 -1.46245
H -4.84175 1.92880 -2.59383
H -5.28525 0.25983 -3.05713
H -4.45300 1.31595 -4.23613
C 3.90240 2.15224 0.66919
N 3.56477 0.75398 0.76868
C 2.47084 0.16871 0.19625
Se 1.20053 0.95885 -0.83352
N 2.50401 -1.14109 0.56380
C 3.60782 -1.40106 1.34342
C 4.07560 -2.55800 1.93997
C 5.26271 -2.46594 2.65640
C 5.95256 -1.25986 2.77171
C 5.47905 -0.09693 2.17627
C 4.29633 -0.19044 1.46471
H 3.05507 2.66469 0.21777
H 4.78820 2.29170 0.04663
H 4.08749 2.55425 1.66584
H 1.74531 -1.78637 0.33219
H 3.53581 -3.49003 1.85241
H 5.65996 -3.35107 3.13387
H 6.87374 -1.22759 3.33722
H 6.00934 0.84048 2.26970
```

Output
HOMO-LUMO gap (alpha / beta) (eV): 6.1 / 6.1
Charge: -1
LUMO level (alpha / beta) (eV): 2.176 / 2.171
Expectation value of S²: 6.010
2S+1: 5